The following is a quantum chemistry calculation of C34H41BGeN13O4SeTi as an isolated structure, from OMol25.

Structure (XYZ):
```
96
Properties=species:S:1:pos:R:3:mulliken_charge:R:1
Ti -0.103 -0.219 -0.192 -1.12
C -2.569 -0.559 2.855 -0.96
C -1.491 0.295 2.628 -0.62
N -0.500 -0.355 2.020 -0.83
N -0.910 -1.640 1.872 1.23
C -2.162 -1.780 2.356 -0.53
B 0.116 -2.762 1.460 1.14
N -0.116 -3.146 -0.018 0.16
C -0.260 -4.337 -0.624 0.06
C -0.365 -4.113 -1.982 -1.59
C -0.269 -2.725 -2.122 -0.63
N -0.108 -2.163 -0.933 0.91
N 1.515 -2.084 1.484 0.11
C 2.703 -2.347 2.055 0.32
C 3.596 -1.362 1.691 -1.68
C 2.861 -0.508 0.864 -0.25
N 1.620 -0.957 0.746 0.50
N -0.098 -4.008 2.312 0.18
C 0.667 -4.698 3.195 0.01
C -0.085 -5.726 3.703 -0.84
C -1.326 -5.596 3.059 -0.37
N -1.324 -4.573 2.227 -1.13
H -3.514 -0.310 3.306 0.53
H -1.393 1.336 2.890 0.81
H -2.660 -2.729 2.324 0.63
H -0.293 -5.255 -0.065 0.48
H -0.496 -4.851 -2.754 0.46
H -0.308 -2.116 -3.010 0.56
H 2.876 -3.202 2.681 0.32
H 4.626 -1.275 1.986 0.44
H 3.164 0.390 0.347 0.52
H 1.687 -4.434 3.401 0.28
H 0.208 -6.456 4.437 0.43
H -2.212 -6.201 3.165 0.46
N 2.804 2.108 -1.619 -0.45
N 1.488 2.456 -1.989 0.14
C 0.535 1.463 -2.072 0.25
O -0.577 1.720 -2.513 -0.77
O 0.924 0.282 -1.654 -0.36
H 3.336 2.961 -1.505 0.24
H 3.236 1.559 -2.362 0.13
H 1.339 3.257 -2.580 0.31
C -1.201 4.707 7.221 -0.89
O -2.012 3.729 6.607 -0.42
C -2.702 4.084 5.493 0.84
C -3.303 3.031 4.794 -0.53
C -3.962 3.263 3.613 -0.02
C -4.033 4.572 3.076 -0.32
C -3.518 5.630 3.843 -0.42
C -2.842 5.388 5.022 -0.33
N -4.483 4.840 1.821 -0.80
N -4.799 3.915 0.984 -0.36
C -4.023 3.003 0.406 -0.12
C -4.663 1.911 -0.228 -0.64
C -3.977 0.774 -0.593 -0.61
C -2.599 0.683 -0.385 0.62
O -1.893 -0.403 -0.592 -0.38
C -1.905 1.820 0.138 0.22
N -0.559 1.646 0.293 1.09
C 0.152 2.653 0.781 -0.50
C -0.416 3.890 1.065 -1.50
C -1.772 4.081 0.906 -0.71
C -2.572 3.006 0.486 0.94
H -0.669 4.196 8.019 0.24
H -1.795 5.518 7.650 0.34
H -0.474 5.124 6.517 0.37
H -3.208 2.034 5.206 0.45
H -4.412 2.442 3.070 0.33
H -3.605 6.635 3.453 0.45
H -2.421 6.221 5.568 0.37
H -5.737 1.969 -0.340 0.43
H -4.493 -0.076 -1.019 0.53
H 1.208 2.457 0.928 0.60
H 0.211 4.701 1.409 0.52
H -2.215 5.049 1.082 0.72
C 5.371 -2.434 -7.237 -1.13
Ge 4.113 -2.246 -5.719 0.44
C 2.894 -3.794 -5.646 -1.11
C 5.066 -2.095 -3.999 -0.99
C 2.958 -0.652 -5.945 -1.01
Se 1.925 -0.308 -4.294 0.04
C 0.210 0.000 -5.167 -1.04
H 5.964 -3.340 -7.113 0.35
H 6.050 -1.585 -7.299 0.35
H 4.824 -2.509 -8.176 0.35
H 3.412 -4.725 -5.875 0.40
H 2.081 -3.670 -6.361 0.36
H 2.462 -3.875 -4.649 0.27
H 5.536 -3.041 -3.733 0.38
H 4.344 -1.832 -3.225 0.19
H 5.835 -1.323 -4.032 0.33
H 2.245 -0.836 -6.749 0.40
H 3.523 0.247 -6.188 0.44
H -0.167 -0.939 -5.568 0.35
H 0.354 0.720 -5.969 0.40
H -0.469 0.402 -4.420 0.24
```

Summary:
2S+1	4
frontier orbital gap (spin up / spin down)	6.406 / 7.026	eV
E_HOMO (spin up / spin down)	-6.45 / -7.89	eV
energy	-209140.75869	eV